Arrangement one

A 3-piece molecular cluster, C3H8N3 overall. Source: OMol25; level of theory: wB97M-V/def2-TZVPD.

Structure (ORCA input):
```
! wB97M-V def2-TZVPD RIJCOSX def2/J DEFGRID3
* xyz 1 1
C 2.57377 0.00057 1.61709
C -4.40710 0.29595 0.99992
C 1.80735 -2.11743 -1.80344
N -3.77284 1.36162 0.91026
N 3.08779 -0.91430 1.13153
N 2.34179 -1.04847 -1.49238
H 1.93689 0.86556 1.81999
H -3.13373 1.66625 0.03005
H -5.36568 0.12214 1.48707
H -4.07518 -0.38630 0.22386
H 2.21993 -3.15954 -1.64361
H 0.85228 -2.02096 -2.46576
H -3.82761 2.08882 1.71526
H 3.05614 -1.01304 -0.83799
*
```

Values from the calculation:
frontier orbital gap	5.113	eV
LUMO	-6.24	eV

Arrangement two

An isolated ion of composition C3H8N3 and charge +1. Source: OMol25; level of theory: wB97M-V/def2-TZVPD.

Structure (ORCA input):
```
! wB97M-V def2-TZVPD RIJCOSX def2/J DEFGRID3
* xyz 1 1
C -0.65542 0.29990 -2.18591
N -0.35491 0.21223 -0.41535
N -1.30608 -0.09678 0.37841
N -0.84737 -0.36455 1.53639
C 0.61005 -0.09370 1.57559
C 0.96878 0.03508 0.10318
H 0.15309 1.02385 -2.25210
H -1.71776 0.26928 -2.18757
H -0.32404 -0.72220 -2.36354
H -1.50917 -0.68864 2.30073
H 1.20846 -0.86317 2.02614
H 0.86585 0.80612 2.01788
H 1.51576 1.05756 -0.10419
H 1.39276 -0.87496 -0.42967
*
```

Values from the calculation:
frontier orbital gap	10.628	eV
LUMO	-4.09	eV
SMILES	C[N+]1=NNCC1

Structures ranked by computed energy, the most stable listed first: arrangement two, arrangement one.

Arrangement one

An isolated ion of composition C3H8N3 and charge +1. Source: OMol25; level of theory: wB97M-V/def2-TZVPD.

Structure (ORCA input):
```
! wB97M-V def2-TZVPD RIJCOSX def2/J DEFGRID3
* xyz 1 1
N -0.70767 1.56395 0.24986
C -1.11317 0.33244 -0.13262
N -0.51432 -0.28830 -1.24455
C -0.26660 -1.10571 -0.07904
C 0.98076 -1.03185 0.51578
N 1.79434 -0.02903 0.27768
H -0.19426 2.11214 -0.42309
H -1.35264 2.08197 0.82440
H -2.12403 0.03871 0.16303
H -1.08096 -0.75304 -1.94170
H -0.85493 -1.99211 0.11896
H 1.22941 -1.67908 1.34780
H 2.62124 0.16563 0.82500
H 1.58283 0.58427 -0.50152
*
```

Values from the calculation:
frontier orbital gap	9.601	eV
LUMO	-4.30	eV
SMILES	N[C@H]1N[C@H]1C=[NH2+]

Arrangement two

A 2-piece molecular cluster, C3H8N3 overall. Source: OMol25; level of theory: wB97M-V/def2-TZVPD.

Structure (ORCA input):
```
! wB97M-V def2-TZVPD RIJCOSX def2/J DEFGRID3
* xyz 1 1
C -1.77653 -1.23294 0.32363
C -0.91334 -0.07502 0.02924
C -1.59343 1.31102 -0.33616
N 1.47065 0.85099 0.07062
N 0.42216 0.36781 0.07773
N 2.87858 -0.51621 -0.26670
H -1.39767 -2.17968 0.69275
H -2.84836 -1.20833 0.10222
H -0.85223 1.78700 -0.96156
H -1.81143 1.72208 0.60201
H -2.55209 1.39158 -0.79855
H 3.47292 -0.70327 0.48137
H 3.55390 -0.06746 -0.91428
H 2.42966 -1.24442 -0.80206
*
```

Values from the calculation:
frontier orbital gap	8.467	eV
LUMO	-5.79	eV

Arrangement three

A 2-piece molecular cluster, C3H8N3 overall. Source: OMol25; level of theory: wB97M-V/def2-TZVPD.

Structure (ORCA input):
```
! wB97M-V def2-TZVPD RIJCOSX def2/J DEFGRID3
* xyz 1 1
C -2.89997 0.02089 -0.51395
C 0.62613 -0.13336 -0.01534
C 0.75750 0.37717 1.28431
N -1.93629 0.29770 0.19022
N -0.34391 -0.31313 -0.73147
N 1.92860 -0.42999 -0.67892
H -2.89406 -0.64047 -1.41913
H -3.86375 0.41547 -0.46727
H 1.48870 -0.01548 1.94398
H -0.25508 0.51912 1.79720
H 0.89739 1.46483 1.22315
H 1.84993 -0.16166 -1.74981
H 1.90225 -1.46718 -0.56054
H 2.74255 0.06609 -0.30242
*
```

Values from the calculation:
frontier orbital gap (alpha / beta)	9.531 / 9.529	eV
LUMO (alpha / beta)	-4.31 / -4.32	eV

Arrangement four

A 2-piece molecular cluster, C3H8N3 overall. Source: OMol25; level of theory: wB97M-V/def2-TZVPD.

Structure (ORCA input):
```
! wB97M-V def2-TZVPD RIJCOSX def2/J DEFGRID3
* xyz 1 1
C 1.89946 1.58247 -0.26612
C 1.30101 0.65446 0.23166
C -1.61545 0.01247 -0.37416
N -1.66825 1.25918 0.01000
N -0.64064 -0.80061 0.02448
N 0.49583 -0.31066 0.66322
H 2.49840 2.44001 -0.35759
H 1.63324 -2.89962 -0.24078
H -2.28939 -0.28815 -1.01033
H -1.07750 1.48836 0.78737
H -2.41412 1.70421 -0.44173
H -0.67057 -1.83170 0.01364
H 1.51111 -2.22449 -0.40763
H 1.03687 -0.78596 1.36798
*
```

Values from the calculation:
frontier orbital gap	9.131	eV
LUMO	-4.05	eV

Structures ranked by computed energy, the most stable listed first: arrangement one, arrangement three, arrangement two, arrangement four.

Arrangement one

C8H16ClNiO6 as an isolated structure. Source: OMol25; level of theory: wB97M-V/def2-TZVPD.

Structure (ORCA input):
```
! wB97M-V def2-TZVPD RIJCOSX def2/J DEFGRID3
* xyz 1 3
Ni -9.97347 -12.74275 -25.06210
Cl -11.50658 -11.67841 -22.34066
C -22.24049 -11.73893 -20.89310
C -21.65843 -11.94487 -22.31618
O -20.25982 -11.93828 -22.29154
C -19.64362 -10.79878 -21.94257
O -20.15123 -9.76971 -21.49555
O -18.41587 -10.96478 -22.39921
C -17.36702 -10.03500 -22.13168
H -21.69147 -12.37291 -20.19686
H -23.22518 -12.20553 -20.92089
H -22.26999 -10.70323 -20.55461
H -22.10230 -11.32598 -23.09597
H -21.85326 -12.94369 -22.70669
H -17.09627 -9.88403 -21.08668
H -17.71847 -9.01647 -22.29645
H -16.40329 -10.34356 -22.53682
C -11.37984 -11.87480 -16.46100
C -12.41768 -12.93091 -15.92598
O -11.72722 -13.90591 -15.12682
C -12.43100 -14.77732 -14.34405
O -13.63445 -14.71837 -14.12623
O -11.55299 -15.73887 -13.91562
C -11.95867 -16.70916 -12.96536
H -11.64379 -11.46222 -17.43476
H -10.36736 -12.27665 -16.42256
H -11.39354 -11.09484 -15.69972
H -12.92005 -13.43825 -16.74959
H -13.10293 -12.37803 -15.28345
H -12.78246 -17.34814 -13.28344
H -12.25486 -16.24153 -12.02638
H -11.22194 -17.47645 -12.72746
*
```

Values from the calculation:
frontier orbital gap (alpha / beta)	4.285 / 2.905	eV
LUMO (alpha / beta)	-7.81 / -9.19	eV

Arrangement two

C8H16ClNiO6 as an isolated structure. Source: OMol25; level of theory: wB97M-V/def2-TZVPD.

Structure (ORCA input):
```
! wB97M-V def2-TZVPD RIJCOSX def2/J DEFGRID3
* xyz 1 3
Ni 3.94874 -1.13325 -1.44796
Cl 2.18057 -0.52312 -1.06769
C 0.06163 -0.51710 1.67320
C 0.10136 0.28769 0.38263
O -0.51756 1.54369 0.39321
C -0.06099 2.50719 1.12529
O 0.99232 2.52868 1.77610
O -0.82984 3.69037 1.05296
C -0.54953 4.74750 1.92894
H 0.46203 0.04398 2.51758
H 0.52757 -1.49986 1.60133
H -0.91426 -0.74526 2.10178
H -0.30402 -0.40006 -0.35950
H 1.09416 0.49212 -0.01818
H -0.76349 4.46066 2.95852
H -1.09394 5.66075 1.68871
H 0.49705 5.05201 1.93473
C -0.06431 -0.40779 -3.08109
C -1.07534 -1.34539 -2.43998
O -0.58116 -2.01500 -1.26712
C -1.37820 -2.24783 -0.23126
O -2.57771 -2.19182 -0.18142
O -0.60880 -2.73623 0.84136
C 0.82030 -2.91305 0.76058
H -0.46730 0.00318 -4.00673
H 0.92674 -0.81522 -3.28088
H 0.02630 0.44509 -2.40842
H -1.31210 -2.27220 -2.96254
H -2.01494 -0.81975 -2.26981
H 1.14492 -3.35357 -0.18211
H 0.99465 -3.56948 1.61311
H 1.33515 -1.95692 0.85467
*
```

Values from the calculation:
frontier orbital gap (alpha / beta)	6.758 / 4.566	eV
LUMO (alpha / beta)	-6.51 / -8.67	eV

Structures ranked by computed energy, the most stable listed first: arrangement one, arrangement two.

Arrangement one

A 4-piece molecular cluster, C4H17NO3 overall. Source: OMol25; level of theory: wB97M-V/def2-TZVPD.

Structure (ORCA input):
```
! wB97M-V def2-TZVPD RIJCOSX def2/J DEFGRID3
* xyz 0 1
C -0.43588 -3.50936 -0.47469
C -0.12951 -1.99019 -0.34162
C 0.27735 -1.42627 -1.69390
C 0.88907 -0.03097 -1.64185
N -0.89040 -1.46304 -2.58119
H -1.25354 -3.87904 0.15799
H -0.70901 -3.73212 -1.50562
H 0.43802 -4.06542 -0.12402
H 0.67064 -1.91921 0.39640
H -1.00293 -1.41602 0.00744
H 1.01585 -2.11299 -2.11619
H 1.00705 0.39803 -2.63693
H 0.23642 0.60551 -1.03088
H 1.91402 -0.01533 -1.27556
H -0.84579 -0.70432 -3.24637
H -1.75386 -1.36572 -2.05325
O 1.41238 2.61723 4.43641
H 1.69284 1.69877 4.43687
H 0.58611 2.64469 4.94063
O -0.21594 -0.28353 5.47616
H -1.16735 -0.43963 5.46492
H 0.05230 -0.33792 6.40286
O -0.84364 4.94130 -4.55649
H 0.05645 5.09486 -4.87729
H -0.89275 4.18196 -3.96007
*
```

Values from the calculation:
frontier orbital gap	9.658	eV
LUMO	0.49	eV
SMILES	CC[C@H](C)N.O.O.O

Arrangement two

A 5-piece molecular cluster, C4H17NO3 overall. Source: OMol25; level of theory: wB97M-V/def2-TZVPD.

Structure (ORCA input):
```
! wB97M-V def2-TZVPD RIJCOSX def2/J DEFGRID3
* xyz 0 1
C 0.75062 0.46080 1.72181
C -0.47644 1.17436 1.20718
C -0.13287 2.27783 0.12829
C 0.14921 1.70246 -1.28800
N -1.07659 0.96064 -1.68071
H 1.20438 0.75474 2.65702
H 0.56297 -0.66137 1.85362
H 1.63754 0.46740 1.07400
H -0.82412 1.85476 1.99486
H -1.27506 0.57932 0.76697
H 0.77503 2.83761 0.47556
H -1.02204 2.92004 0.03162
H 0.42274 2.47956 -2.00349
H 0.94895 0.91066 -1.31078
H -0.92751 0.62525 -2.62095
H -1.04836 0.16170 -1.05685
H 1.33844 -0.88081 -1.31729
H -0.01266 -1.69139 -1.35694
O 0.82839 -1.52243 -1.86230
H 1.00342 -3.07439 1.87356
H 0.14268 -2.02510 1.07794
O 0.94174 -2.13260 1.68571
H -1.82081 -2.00872 -0.12571
H 0.60960 -0.66754 -0.11058
O -1.08837 -1.44242 0.14035
*
```

Values from the calculation:
frontier orbital gap	6.362	eV
LUMO	-2.94	eV

Structures ranked by computed energy, the most stable listed first: arrangement one, arrangement two.

Arrangement one

A 2-piece molecular cluster, C2H4BrCl overall. Source: OMol25; level of theory: wB97M-V/def2-TZVPD.

Structure (ORCA input):
```
! wB97M-V def2-TZVPD RIJCOSX def2/J DEFGRID3
* xyz 0 1
C -0.44622 -0.38665 0.39296
C 0.02380 0.52164 -0.63113
Cl -2.20616 -0.43223 0.03774
Br 2.74619 0.19301 0.17338
H -0.26110 -0.09806 1.39364
H 0.00174 -1.42190 0.53749
H -0.04530 1.49033 -0.35414
H 0.18705 0.13385 -1.54994
*
```

Values from the calculation:
frontier orbital gap (alpha / beta)	7.515 / 7.217	eV
LUMO (alpha / beta)	-2.18 / -2.43	eV

Arrangement two

A 2-piece molecular cluster, C2H4BrCl overall. Source: OMol25; level of theory: wB97M-V/def2-TZVPD.

Structure (ORCA input):
```
! wB97M-V def2-TZVPD RIJCOSX def2/J DEFGRID3
* xyz 0 1
C 1.28610 0.47642 -0.50371
C -1.03974 -0.45767 0.54647
Cl -1.33904 -2.02305 -0.06164
Br -2.24791 0.90724 0.07225
H 1.92514 -0.16875 0.06041
H 1.01831 0.19152 -1.50047
H 1.14004 1.48908 -0.19773
H -0.74290 -0.41479 1.58442
*
```

Values from the calculation:
frontier orbital gap (alpha / beta)	8.489 / 8.688	eV
LUMO (alpha / beta)	-0.31 / 0.17	eV

Structures ranked by computed energy, the most stable listed first: arrangement one, arrangement two.

Arrangement one

One molecule with the formula C2H8N2O3. Source: OMol25; level of theory: wB97M-V/def2-TZVPD.

Structure (ORCA input):
```
! wB97M-V def2-TZVPD RIJCOSX def2/J DEFGRID3
* xyz 0 1
N -2.08366 -0.82689 0.13405
O -1.21081 0.27435 0.04826
C 0.13876 0.00167 -0.34363
N 0.57219 1.08268 -1.18034
O 0.19279 -1.20527 -1.04964
C 0.99452 -0.09648 0.93977
O 0.93246 1.10519 1.65589
H -2.24381 -1.17097 -0.81324
H -1.61758 -1.57049 0.65357
H 1.23553 1.67697 -0.69074
H -0.21787 1.64693 -1.45264
H 0.63246 -1.02137 -1.90133
H 2.03801 -0.26459 0.66904
H 0.63882 -0.94649 1.53705
H -0.00181 1.31477 1.79394
*
```

Values from the calculation:
frontier orbital gap	10.616	eV
LUMO	0.82	eV
SMILES	NO[C@](N)(O)CO

Arrangement two

A 2-piece molecular cluster, C2H8N2O3 overall. Source: OMol25; level of theory: wB97M-V/def2-TZVPD.

Structure (ORCA input):
```
! wB97M-V def2-TZVPD RIJCOSX def2/J DEFGRID3
* xyz 0 1
N -1.30120 0.10349 -1.09013
C -2.06106 0.05931 0.07287
O -2.86086 0.91953 0.40160
O -1.79417 -1.06615 0.81440
H -0.30083 -0.08118 -0.98890
H -1.52609 0.95419 -1.63466
H -1.61945 -1.81288 0.20776
N 1.24996 -0.35433 0.31085
C 2.37688 -0.03215 -0.54640
O 3.45174 0.50588 0.22900
H 1.51798 -1.13778 0.93503
H 1.05137 0.45978 0.90898
H 2.70843 -0.97773 -1.02918
H 2.05513 0.67491 -1.33520
H 4.20352 0.63954 -0.32768
*
```

Values from the calculation:
frontier orbital gap	10.593	eV
LUMO	0.53	eV
SMILES	NC(=O)O.NCO

Structures ranked by computed energy, the most stable listed first: arrangement two, arrangement one.